A 7-piece molecular cluster, C2H19NO6 overall at a distorted geometry, computed with ωB97M-V/def2-TZVPD.

The HOMO energy (spin up / spin down) is 0.573 / -5.911 eV. The charge is -1. The LUMO energy (spin up / spin down) comes out at 3.47 / 3.31 eV. The calculation puts the max |F| at 2.418 eV Å⁻¹. For the energy above the lowest of the compared OMol25 structures with the same formula, charge and spin, the calculation gives 0.00 kJ/mol. Its multiplicity is 2. For the orbital gap (spin up / spin down), the calculation gives 2.9 / 9.2 eV. Its expectation value of S² is 0.751.

```
28
C2H19NO6 (ωB97M-V/def2-TZVPD)
C -2.24 -0.10 -0.85
N -1.82 1.24 -0.50
C -2.15 2.17 -1.63
H -2.90 -0.49 -0.07
H -2.82 -0.17 -1.75
H -1.34 -0.71 -0.92
H -0.80 1.27 -0.34
H -1.49 1.97 -2.47
H -2.14 3.17 -1.18
H -3.21 1.89 -1.89
H 2.45 2.59 -0.95
H 1.10 1.86 -0.83
O 1.51 2.70 -1.08
H 1.28 -0.41 0.18
H 2.16 -0.02 -1.05
O 1.20 -0.04 -0.73
H -0.04 -3.59 -0.83
H 1.25 -2.80 -0.80
O 0.92 -3.71 -0.74
H 0.02 -0.95 1.78
H 0.56 -2.31 1.90
O 0.89 -1.40 1.90
H 2.56 0.19 1.97
H 2.60 1.54 1.39
O 2.86 0.64 1.14
H -1.83 -0.33 1.41
H -2.00 -0.71 2.89
O -1.83 -1.08 2.01
```

Atom charges from the Mulliken analysis, given in e for atoms 1 to 2: -1.364, -0.450



One molecule with the formula C2H2 at a distorted geometry, computed with ωB97M-V/def2-TZVPD.

The HOMO energy is -10.731 eV. The charge is 0. The LUMO energy comes out at 1.18 eV. The calculation puts the max |F| at 2.696 eV Å⁻¹. For the energy above the lowest of the compared OMol25 structures with the same formula, charge and spin, the calculation gives 36.15 kJ/mol. Its SMILES is C#C. Its multiplicity is 1. For the orbital gap, the calculation gives 11.9 eV.

```
4
C2H2 (ωB97M-V/def2-TZVPD)
C -0.60 -0.06 -0.06
C 0.61 0.06 0.06
H -1.58 0.25 0.24
H 1.56 -0.25 -0.24
```

Atom charges from the Mulliken analysis, given in e for atoms 1 to 2: -0.290, -0.291